Record 1
A structure of composition C29H38N10OTc, computed with wB97M-V/def2-TZVPD.

Each line ends with the Mulliken spin population.
Positions of all 79 atoms, in Å:
Tc  0.045520  -0.455556  0.911325  2.3427
C  4.910327  -0.697193  -1.223179  0.0006
N  3.461790  -0.755614  -1.240291  0.0165
C  2.900377  -1.196978  -2.496213  -0.0013
C  2.711343  -0.368822  -0.198214  -0.0129
N  1.483988  0.178460  -0.351965  -0.0449
C  1.199260  0.881884  -1.530714  0.0443
C  2.138498  1.779576  -2.017575  0.0497
C  1.996461  2.371098  -3.271311  -0.0228
C  0.962842  1.992349  -4.086560  0.0652
C  -0.035066  1.111076  -3.622306  -0.0350
C  -1.054959  0.668550  -4.491825  0.0711
C  -2.031465  -0.180500  -4.040943  -0.0224
C  -2.122312  -0.461665  -2.678669  0.0551
C  -1.177551  0.009949  -1.775830  0.0811
N  -1.440789  -0.079482  -0.407202  -0.1284
C  -2.714287  0.101986  0.025083  0.0381
N  -3.109032  -0.568836  1.127655  0.0241
C  -4.054533  -0.042450  2.091134  -0.0006
C  -2.775618  -1.966226  1.336460  0.0091
N  -3.547999  0.982576  -0.548004  0.0160
C  -3.116876  2.105557  -1.349039  -0.0035
C  -4.986948  0.804133  -0.553068  -0.0013
C  -0.001201  0.654645  -2.270674  -0.0274
N  3.144420  -0.643646  1.054676  0.0325
C  3.987243  -1.789455  1.344181  0.0061
C  2.994408  0.272395  2.169628  0.0275
H  5.241857  -0.113054  -2.085020  0.0007
H  5.354090  -1.691784  -1.293085  0.0000
H  5.267859  -0.204937  -0.324708  0.0005
H  3.023116  -0.449926  -3.282852  0.0022
H  1.845057  -1.426206  -2.377384  -0.0002
H  3.422411  -2.104889  -2.800576  0.0008
H  3.003180  2.004310  -1.412340  -0.0004
H  2.730479  3.084785  -3.606548  -0.0003
H  0.891286  2.370653  -5.092804  0.0008
H  -1.039677  0.988713  -5.521079  0.0011
H  -2.757123  -0.596165  -4.720548  0.0003
H  -2.965195  -1.031470  -2.315786  -0.0023
H  -4.129333  1.037385  2.005636  0.0009
H  -3.692641  -0.282300  3.092178  0.0012
H  -5.045175  -0.486835  1.984748  0.0013
H  -2.224501  -2.366505  0.487945  0.0011
H  -3.699067  -2.539293  1.444481  -0.0032
H  -2.202686  -2.108245  2.254887  0.0044
H  -2.067272  2.322348  -1.178141  0.0015
H  -3.711353  2.974499  -1.063409  0.0006
H  -3.278940  1.916243  -2.413357  0.0015
H  -5.264671  -0.188646  -0.215914  0.0002
H  -5.339401  0.926064  -1.577750  0.0018
H  -5.485725  1.554893  0.060053  0.0005
H  3.922557  -2.521564  0.545522  -0.0005
H  3.618765  -2.258993  2.256486  -0.0006
H  5.030681  -1.516635  1.510621  0.0007
H  2.421293  1.152070  1.880104  -0.0109
H  3.984411  0.597446  2.504204  0.0013
H  2.515075  -0.223834  3.016494  -0.0014
C  -0.441194  -0.364431  4.011913  0.0560
C  -0.392061  0.991730  3.403748  -0.0030
C  -0.489002  2.213517  4.075686  0.0204
C  -0.358272  3.205322  3.116207  0.0742
C  -0.188528  2.556537  1.884683  -0.0163
C  0.028604  3.216672  0.579430  -0.0020
N  -0.219074  1.199934  2.058683  0.1099
H  0.182777  -0.393927  4.905277  0.0021
H  -0.097330  -1.143252  3.318730  -0.0256
H  -1.454876  -0.609236  4.335227  0.0037
H  -0.623731  2.336872  5.129617  -0.0007
H  -0.373448  4.265731  3.265874  0.0004
H  -0.700985  4.013159  0.439152  -0.0013
H  -0.028494  2.508030  -0.241673  0.0024
H  1.014827  3.687059  0.559902  -0.0014
O  0.284168  -2.284836  0.424509  0.1290
N  1.216304  -3.186556  0.576742  -0.0404
C  0.888672  -4.439393  0.740292  0.0583
C  -0.471542  -4.834156  0.820229  -0.0024
N  -1.609201  -4.946538  0.916971  0.0294
C  1.924745  -5.382812  0.920940  -0.0080
N  2.770440  -6.135368  1.089241  0.0323

Atoms 1-2, force components in eV/Å:
Tc 0.1 2.7 -0.6
C 0.5 0.1 0.1

The molar mass comes out at 640.692 g mol⁻¹. As for the spin multiplicity: 4. Its HOMO-LUMO gap (alpha / beta) is 5.30 / 4.20 eV. As for the total charge: +2. The expectation value of S² is 3.79. The value obtained for the HOMO energy (alpha / beta) is -12.720 / -12.701 eV. The lowest unoccupied orbital energy (alpha / beta) is -0.2727 / -0.3122 Ha.

---

Record 2
A structure of composition C29H38N2O4PSe2Tc, computed with wB97M-V/def2-TZVPD.

Each line ends with the Mulliken spin population.
Positions of all 77 atoms, in Å:
Tc  0.315218  0.954238  -0.066969  1.9360
C  4.808383  0.817995  2.269096  -0.0022
Se  4.280857  2.473551  1.429296  0.0120
C  3.031449  3.092499  2.845615  0.0005
C  1.851388  2.198919  3.167422  -0.0006
Se  0.205764  2.365674  2.078949  0.0115
C  0.373266  4.200470  1.441142  0.0022
H  5.156803  1.029721  3.278894  0.0002
H  5.603682  0.395237  1.661221  0.0001
H  3.965550  0.128611  2.277370  0.0023
H  2.714315  4.091003  2.542493  -0.0002
H  3.642697  3.196136  3.745266  -0.0001
H  1.501388  2.417681  4.183921  0.0007
H  2.111122  1.139354  3.120462  0.0001
H  0.576827  4.854918  2.287756  -0.0014
H  -0.585071  4.486035  1.009489  -0.0010
H  1.168167  4.289963  0.701448  0.0013
O  4.189480  -1.145140  -5.465956  0.4262
C  3.031638  -0.862137  -5.657878  0.0346
O  2.237975  -0.797880  -6.568453  0.3449
C  2.303713  -0.433705  -4.253320  0.2058
C  0.920966  -0.405868  -4.189377  -0.0237
C  0.323985  -0.049504  -2.994139  0.0471
N  1.023233  0.270456  -1.907292  -0.0468
C  2.364457  0.268670  -1.999586  0.0359
C  3.054042  -0.088459  -3.146921  -0.0152
C  3.076603  0.804013  -0.790808  0.0233
O  4.284155  0.761729  -0.663190  0.0240
O  2.278690  1.353183  0.049903  0.0372
H  0.339047  -0.648151  -5.064083  0.0024
H  -0.750836  -0.014446  -2.888611  0.0040
H  4.133875  -0.082839  -3.151084  0.0001
C  -2.753579  0.122257  2.131030  -0.0056
C  -3.231580  0.971719  0.950547  0.0035
C  -3.344929  2.419899  1.407935  0.0019
P  -2.072266  0.689295  -0.512191  -0.0846
C  -2.487365  2.092152  -1.718027  -0.0305
C  -3.218109  1.762507  -3.015325  -0.0014
C  -1.197579  2.852317  -2.061598  0.0427
C  -2.813461  -0.982205  -0.991100  -0.0008
C  -1.835086  -2.008898  -1.558569  -0.0006
C  -4.108640  -0.965763  -1.797452  0.0002
H  -3.431730  0.240274  2.973385  -0.0006
H  -1.758778  0.438758  2.446392  0.0033
H  -2.694716  -0.935804  1.893709  0.0007
H  -4.223225  0.627356  0.635256  -0.0008
H  -2.355760  2.826529  1.632961  0.0035
H  -3.926862  2.454110  2.326017  -0.0006
H  -3.849235  3.059102  0.687590  0.0007
H  -3.119607  2.765187  -1.132558  0.0015
H  -2.746849  0.945869  -3.554114  0.0006
H  -3.192199  2.637588  -3.661567  0.0002
H  -4.260018  1.520129  -2.841240  -0.0001
H  -0.655802  2.369424  -2.875613  0.0009
H  -0.540921  2.959102  -1.185783  -0.0247
H  -1.454910  3.855548  -2.397919  0.0017
H  -3.069773  -1.339106  0.010922  0.0024
H  -1.693457  -1.922096  -2.632283  -0.0001
H  -2.228071  -3.008235  -1.376387  -0.0002
H  -0.869424  -1.928163  -1.063248  0.0092
H  -3.923420  -0.865936  -2.860928  0.0004
H  -4.776945  -0.170711  -1.479916  -0.0004
H  -4.620581  -1.913637  -1.646973  -0.0003
N  1.454427  -8.072693  3.983357  0.0157
C  1.297587  -7.028932  3.537185  -0.0068
C  1.110625  -5.738825  2.982599  0.0346
C  2.171571  -4.828507  2.941635  -0.0177
C  1.987161  -3.577588  2.398642  0.0429
C  0.738681  -3.207780  1.882043  -0.0200
C  -0.322159  -4.124342  1.927987  0.0400
C  -0.140195  -5.376551  2.472025  -0.0164
C  0.557992  -1.929085  1.325500  0.2090
C  0.355649  -0.835539  0.815832  -0.2661
H  3.136031  -5.110408  3.335137  -0.0007
H  2.811501  -2.881933  2.354024  0.0006
H  -1.277683  -3.837521  1.519342  0.0021
H  -0.959136  -6.080789  2.509665  -0.0005

Atoms 1-2, force components in eV/Å:
Tc 0.0 -1.0 0.9
C -0.3 0.1 0.0

The molar mass comes out at 765.527 g mol⁻¹. As for the spin multiplicity: 4. Its HOMO-LUMO gap (alpha / beta) is 5.57 / 2.99 eV. As for the total charge: +1. The expectation value of S² is 3.80. The value obtained for the HOMO energy (alpha / beta) is -9.605 / -9.556 eV. The energy above the lowest of the compared OMol25 structures with the same formula, charge and spin comes out at 13.5 kcal/mol. The lowest unoccupied orbital energy (alpha / beta) is -0.1482 / -0.2414 Ha.

---

Record 3
A structure of composition C29H39AuN3NbO2Si, computed with wB97M-V/def2-TZVPD.

Each line ends with the Mulliken charge.
Positions of all 76 atoms, in Å:
N  -2.251372  -1.025291  -0.531763  -0.5356
C  -3.339198  -1.666416  -0.167555  0.2823
O  -4.182586  -2.399947  -0.614963  -0.3455
Au  -3.142269  -1.694931  1.840842  0.4430
Nb  -0.480827  -0.275792  -0.002256  1.6929
N  -0.271374  1.586421  -0.663988  0.1389
N  0.814953  -1.342299  -1.202892  0.9783
C  -0.491286  2.268714  -2.021710  1.0943
C  0.530010  -2.365739  -2.207608  0.6713
C  -0.575748  3.832821  -1.978547  -1.7637
C  0.607166  1.907063  -3.106082  -1.1159
C  -1.838230  1.751409  -2.497834  -1.4866
C  0.339500  -3.668092  -1.477222  -1.5242
C  1.600697  -2.539938  -3.258717  -1.7373
C  -0.744447  -2.012805  -2.957356  -0.9584
H  -1.257437  4.219029  -1.257286  0.4559
H  -1.016127  4.067773  -3.014381  0.4706
H  0.360893  4.378269  -1.936793  0.3699
H  1.581320  2.407488  -3.054229  0.3923
H  0.302527  2.153171  -4.167534  0.3786
H  0.725004  0.810803  -3.113025  0.1330
H  -1.746273  0.662639  -2.706264  0.2455
H  -2.083974  2.349170  -3.385835  0.5591
H  -2.611770  1.857843  -1.704383  0.2480
H  1.273306  -3.923516  -0.996181  0.3912
H  0.031227  -4.407478  -2.204408  0.4876
H  -0.462218  -3.452028  -0.736902  0.2334
H  2.526269  -2.853649  -2.757163  0.4492
H  1.705892  -1.597339  -3.792688  0.3430
H  1.225635  -3.327165  -3.911767  0.5139
H  -0.979284  -2.884664  -3.590158  0.5937
H  -0.566916  -1.095126  -3.536308  0.2204
H  -1.513166  -1.861801  -2.192026  0.0342
C  0.715413  2.417344  0.040226  -1.1040
H  1.312245  1.892018  0.789587  0.2275
H  1.406051  2.783192  -0.753195  0.4566
H  0.212564  3.294937  0.474337  0.2747
C  2.213366  -1.429268  -0.712191  -1.1869
H  2.254484  -0.755938  0.150345  0.2284
H  2.507325  -2.467726  -0.411968  0.3641
H  2.926380  -1.082649  -1.489352  0.3517
O  0.255843  -0.229921  1.811445  0.5335
Si  0.177425  -0.053082  3.483201  -1.2501
C  0.411927  1.775957  3.746717  0.5500
C  1.542780  2.257254  4.371491  -0.4567
C  1.735900  3.650238  4.503039  -0.7592
C  0.739167  4.517025  3.998780  -0.5801
C  -0.402588  4.024440  3.417686  -0.7383
C  -0.605337  2.641862  3.282048  0.0273
C  -1.475806  -0.588995  4.167521  -0.1012
C  -2.061655  -1.781568  3.572894  -0.4351
C  -3.360866  -2.197339  4.081886  -0.9131
C  -4.004980  -1.440962  5.043620  -0.5821
C  -3.451428  -0.255179  5.540848  -0.7112
C  -2.174183  0.135673  5.087790  0.3505
C  1.514192  -1.050917  4.317154  0.5082
C  2.624236  -1.500221  3.614810  -0.2078
C  3.614190  -2.248507  4.275106  -0.6940
C  3.470775  -2.551474  5.643528  -0.5217
C  2.347267  -2.119949  6.341423  -0.7478
C  1.356521  -1.377420  5.679998  -0.2354
H  2.277708  1.557892  4.800577  0.3867
H  2.618249  4.025136  4.972401  0.4805
H  0.891464  5.590691  4.058680  0.4174
H  -1.177148  4.708265  3.051333  0.4328
H  -1.526234  2.239343  2.872508  0.4696
H  -1.407965  -2.477599  3.036851  1.0868
H  -3.801272  -3.133121  3.725226  0.5994
H  -5.009941  -1.737292  5.360534  0.4174
H  -4.034050  0.353435  6.227092  0.4829
H  -1.741422  1.092181  5.472075  0.4188
H  2.732165  -1.266020  2.545106  0.1945
H  4.484064  -2.598132  3.744817  0.4512
H  4.249028  -3.131416  6.132267  0.4030
H  2.213901  -2.353206  7.399486  0.4096
H  0.462039  -1.053075  6.211544  0.3483

Atoms 1-2, force components in eV/Å:
N -2.8 -0.7 3.2
C 1.3 -0.9 -6.4

The molar mass comes out at 779.609 g mol⁻¹. Its HOMO-LUMO gap is 4.78 eV. As for the total charge: +2. The value obtained for the HOMO energy is -13.993 eV. The lowest unoccupied orbital energy is -0.3386 Ha.

---

> What is the formula in the third record?

C29H39AuN3NbO2Si

---

> The lowest molar mass belongs to which entry?

C29H38N10OTc

---

> Among the records above, which one has the lowest molar mass?

C29H38N10OTc